(1)
{"formula": "C24H49BN6O10P", "method": "wB97M-V/def2-TZVPD", "symbols": ["H", "H", "H", "H", "C", "O", "P", "H", "B", "H", "N", "O", "H", "C", "O", "H", "O", "C", "H", "H", "H", "C", "C", "O", "C", "H", "H", "H", "H", "C", "C", "H", "N", "C", "C", "H", "C", "C", "C", "H", "C", "H", "H", "H", "H", "O", "C", "H", "N", "H", "H", "O", "H", "O", "H", "C", "H", "H", "H", "H", "H", "N", "H", "H", "C", "N", "H", "C", "H", "N", "H", "C", "H", "H", "H", "C", "H", "H", "C", "H", "H", "C", "H", "H", "O", "C", "H", "H", "H", "O", "C"], "xyz": [[-5.50827, 0.77534, 0.26242], [7.30422, 7.45065, 3.46732], [0.34120, 0.54117, 0.72894], [4.77500, 3.16793, -0.01220], [1.03390, -0.13627, 0.09086], [2.53028, 1.60887, 1.41019], [-3.89487, 1.94015, -2.17213], [-0.90314, 0.13824, -5.83589], [-0.59851, -1.65894, -0.99682], [-5.19948, -3.00507, -0.07926], [-4.60428, 0.33546, 0.05349], [-4.95213, -1.37103, 1.98325], [-4.46324, -2.10872, -6.49468], [-4.71180, -0.69990, 3.20471], [1.10704, -1.07315, 5.89098], [-1.84396, 2.86338, -3.20627], [-5.16398, 2.95057, -1.54328], [3.47990, 2.37107, 1.49246], [-6.31919, -5.98102, -0.65070], [1.26034, 0.33765, -0.92480], [-5.89144, 2.38917, -1.18784], [-6.88493, -5.11123, -0.99137], [3.23316, -2.31761, -2.62341], [6.65899, 4.70164, 2.23926], [3.51573, 3.46819, 2.52075], [8.56511, 4.72607, 4.65775], [-3.03433, -2.60681, -7.42191], [-0.79064, -1.19080, -7.00711], [-0.58371, -2.93381, 1.21497], [7.25172, 5.34600, 3.08644], [4.66206, 2.25035, 0.56869], [4.19770, -3.92198, -1.60364], [-1.54271, -0.51907, -1.42631], [-4.25608, -0.77178, 0.90622], [3.41029, -1.04715, -3.41141], [-2.68850, 4.21338, -2.29219], [0.00601, -1.95840, 1.38087], [-1.11801, -0.38301, 5.41829], [-2.39234, 3.09808, -2.21620], [-0.87786, -0.78839, 8.22678], [-0.04858, -1.01806, 6.26752], [3.93644, -0.30519, -2.80691], [-7.35494, -4.60950, -0.14263], [3.96756, -1.25277, -4.32767], [-4.16245, -4.37603, -0.58658], [-3.01882, -0.82714, -4.90971], [-4.82041, -3.57511, -0.93003], [2.04647, -0.20471, 0.63744], [0.47728, -1.52326, 0.01604], [-1.64110, 2.89549, -1.38021], [-1.55937, 0.46386, 5.94803], [-0.81868, -2.93629, -1.67108], [4.37059, 3.32638, 3.18466], [-6.15392, -3.86110, -2.87661], [7.52729, 6.99769, 1.76580], [-1.43296, -0.39182, -6.63115], [5.08206, -3.31700, -3.01848], [7.06339, 3.78861, 4.53187], [-0.02543, -3.02912, -2.27143], [-0.67359, -0.02110, 4.48807], [-0.66092, -1.13338, 1.82839], [-4.42511, -0.27108, 4.28674], [0.88189, -2.15433, 2.08486], [2.42940, -0.64793, -3.68027], [4.47730, -3.02351, -2.15788], [-2.97198, -1.21778, 0.42969], [-3.90714, -1.10003, -7.84509], [-2.66513, -0.34569, -0.71647], [5.56724, 2.05561, 1.14717], [-3.70718, 0.64977, -0.94480], [-1.20497, -2.37211, 7.45440], [-2.70671, -0.97501, -6.08066], [7.01174, 5.42759, 5.21113], [2.60034, 3.43672, 3.11620], [-1.72825, -0.17964, -3.26827], [-3.58143, -1.74769, -7.02847], [4.49990, 1.41730, -0.11981], [-1.66330, 0.31597, -7.42998], [7.77224, 6.72809, 2.79541], [-7.66661, -5.44810, -1.67543], [-1.88645, -1.11999, 5.17557], [-0.46535, -1.58185, 7.59994], [0.40665, -2.00668, 8.10164], [3.57817, 4.43932, 2.02557], [-1.16150, 0.18695, -2.52793], [-5.97109, -4.15494, -1.71054], [8.85757, 6.74910, 2.91393], [5.05073, -2.36931, -1.49777], [-4.24760, -2.90415, -1.57453], [2.12521, -2.75731, -2.37207], [7.49220, 4.79100, 4.46514]], "forces_ev_per_angstrom": [[0.8149, 0.2999, -0.8577], [0.2093, -0.0062, 0.0893], [1.1631, -0.8030, -1.0653], [0.2136, 0.0309, 0.1858], [0.7461, -0.0253, 0.9244], [0.7829, 0.9338, 0.2610], [-1.3856, 1.8305, -2.3810], [-0.0420, -0.0531, -0.1092], [1.4965, -3.2880, 0.1419], [0.0052, -0.2758, 0.1354], [-2.1939, -2.3016, 4.0840], [1.3021, 3.0949, 0.4543], [0.1356, 0.0473, -0.0558], [1.1171, 0.1615, 2.0191], [-0.5954, 0.0304, 0.1430], [-1.0722, 0.0939, 1.5737], [1.6134, -1.9914, 0.6509], [-0.4554, -0.2897, 0.0655], [-0.0424, 0.0964, 0.1965], [-0.5555, -0.7854, 1.2534], [0.4431, 0.7256, -0.7285], [-0.2093, -0.0719, -0.3048], [-0.4944, -0.2289, 0.1429], [0.2172, 0.2461, 0.3794], [-0.4346, -0.1170, 0.1952], [-0.0592, 0.1664, 0.1348], [0.0132, 0.1408, -0.1647], [-0.0734, 0.0945, -0.1863], [0.8241, 1.5154, 0.5952], [-0.3041, -0.3348, -0.4762], [-0.1713, -0.3605, -0.2060], [0.0176, 0.1379, -0.0792], [-0.9453, -1.1743, 2.4234], [5.4435, 1.2704, -4.5413], [-0.4114, 0.0673, -0.0262], [0.2070, -1.8677, 0.4977], [-0.0911, -0.7112, -0.1181], [0.2131, 0.0962, -0.3168], [0.8514, 0.3227, 0.1009], [-0.1880, -0.1140, -0.0440], [0.8050, -0.0609, -0.2080], [0.1619, -0.0550, -0.1422], [0.1288, -0.1408, 0.1192], [0.1546, 0.1085, 0.1218], [-0.0488, 0.1122, 0.2042], [0.3679, 0.0753, 0.0089], [0.1551, 0.2180, -0.3504], [-1.8958, 0.1282, -0.9379], [-2.1594, 1.4935, -0.7764], [-1.0801, 0.5288, -0.9830], [-0.1939, -0.1564, 0.0019], [0.9476, 3.1444, 0.1267], [0.0989, 0.2128, -0.1803], [0.1484, -0.0703, 0.6273], [0.0277, -0.0591, 0.1411], [0.0701, 0.1307, 0.4059], [0.1182, 0.1731, 0.0752], [0.0638, 0.1319, -0.0222], [-0.6193, -0.3744, 1.0963], [-0.0021, -0.0465, 0.1286], [0.8657, -1.3103, -0.4528], [-1.4888, -1.7829, -4.9403], [-1.0917, 0.3098, -1.0344], [0.1131, -0.0578, 0.0393], [-0.2668, -0.3158, 0.1962], [-3.3991, 2.9348, -0.7575], [0.1637, -0.1195, -0.1046], [-1.7979, 0.3906, 1.1957], [0.0356, 0.2853, -0.0626], [2.4106, -3.1061, 2.9483], [-0.1335, 0.1565, 0.0887], [-0.1077, 0.0112, 0.3198], [0.2181, 0.0529, 0.0386], [0.0968, -0.0482, -0.1065], [0.5142, 0.2826, 0.1817], [-0.3320, -0.0303, 0.4108], [-0.0216, 0.0852, 0.0952], [0.0805, -0.1725, -0.1097], [-0.1440, -0.0008, -0.3930], [0.1272, 0.0672, 0.0804], [-0.1216, 0.1367, 0.1726], [0.3477, -0.1194, 0.1114], [-0.1081, 0.0695, -0.0974], [0.2782, -0.0246, 0.0874], [-1.4237, 0.3085, -1.2353], [-0.2637, 0.1038, -0.8114], [-0.0635, 0.1150, 0.1819], [0.1213, 0.0106, -0.1794], [-0.0540, -0.1380, 0.0230], [0.2864, 0.1610, -0.2447], [-0.1956, -0.3518, -0.0851]], "lowdin_charge": [0.17, 0.09, 0.10, 0.09, -0.10, 0.01, 0.97, 0.07, -0.49, 0.06, 0.07, 0.08, 0.09, -0.17, 0.06, 0.05, -0.31, -0.47, 0.09, 0.10, 0.04, -0.02, -0.48, 0.04, -0.02, 0.09, 0.09, 0.09, 0.11, -0.50, -0.01, 0.09, 0.01, -0.20, -0.01, 0.07, -0.08, -0.04, -0.26, 0.09, -0.50, 0.08, 0.08, 0.09, 0.10, 0.03, -0.02, 0.09, -0.11, 0.06, 0.09, 0.09, 0.08, 0.07, 0.08, -0.01, 0.09, 0.08, 0.09, 0.07, 0.08, 0.21, 0.11, 0.08, -0.01, 0.22, 0.09, -0.16, 0.09, -0.16, 0.09, -0.48, 0.09, 0.08, 0.11, -0.01, 0.07, 0.09, -0.02, 0.09, 0.06, -0.02, 0.08, 0.09, 0.03, -0.50, 0.09, 0.09, 0.08, 0.05, -0.02], "homo_energy_ev": -11.01, "max_force_ev_per_a": 7.2, "charge": 1, "energy_ev": -65052.4869, "orbital_gap_ev": 7.6}

(2)
{"formula": "C24H49BNO11S2", "method": "wB97M-V/def2-TZVPD", "symbols": ["H", "C", "H", "C", "C", "H", "H", "H", "N", "H", "H", "O", "O", "C", "H", "H", "H", "C", "H", "H", "O", "H", "C", "C", "O", "H", "H", "H", "H", "O", "C", "H", "O", "H", "C", "H", "H", "H", "C", "H", "O", "H", "C", "H", "H", "H", "H", "H", "H", "S", "H", "C", "C", "B", "C", "H", "H", "H", "O", "H", "C", "H", "C", "H", "C", "C", "H", "C", "H", "H", "H", "H", "H", "C", "C", "S", "H", "H", "C", "H", "O", "C", "C", "H", "H", "H", "O", "O"], "xyz": [[-1.72874, -1.78141, -3.22278], [2.91831, -3.67778, -2.31336], [-3.79488, 4.46235, -4.26836], [-2.07648, 2.84578, 6.67610], [3.02143, -1.64915, 0.30331], [1.02586, -9.12147, -6.76192], [1.57266, -8.86510, -5.09130], [0.46182, -6.16727, -4.83348], [3.62484, 0.02071, 3.59240], [4.05893, -3.57687, -2.13270], [-5.72783, 2.86201, -4.40281], [0.57640, -3.85221, -4.37452], [4.56205, 2.29311, 3.66479], [2.74045, -1.06163, 3.95657], [2.60020, -2.16524, -3.91485], [2.37427, -3.91857, -1.31765], [-1.63930, 4.08480, 3.53151], [-3.76037, 3.57269, -4.90296], [-5.00484, 1.28396, -2.62016], [4.31228, -0.15488, 2.83464], [0.84358, -2.19235, -2.67684], [-0.93907, 4.24641, 0.55010], [-2.49809, 4.30588, 6.71638], [-2.93984, 1.99459, 7.59351], [3.75816, -1.37584, -0.87170], [-2.39065, 4.71581, 7.72579], [-2.32281, 6.20028, 1.30982], [-0.90046, -8.62784, -5.22536], [-3.53740, 4.42531, 6.40038], [-0.10819, -6.88568, -4.52271], [-4.32982, 2.06817, -2.97392], [-0.30416, -6.29689, -7.12696], [3.89610, 1.80382, 1.23134], [1.78533, -7.58883, -6.28014], [-1.26802, -2.22974, -4.18747], [3.59589, -0.45761, -2.74517], [-4.38139, 2.91276, -2.28138], [-0.64613, 6.67989, 0.97416], [-0.25546, -7.82228, -5.58760], [2.77262, -4.50673, -3.08387], [-4.64054, 1.36178, -5.25186], [-2.72811, 3.20873, -4.93864], [-0.91196, -7.13720, -6.77588], [-1.88534, -6.72692, -6.49301], [-0.63425, 3.06543, 7.98027], [4.18245, -3.44436, 1.02398], [-1.86189, 4.90784, 6.06137], [-3.73205, 1.02686, -5.24478], [-1.93043, -3.13433, -4.45419], [2.84712, -2.64736, 3.03138], [-1.41335, 2.71536, 2.45331], [2.90459, -0.99300, -1.98393], [3.63813, 1.33979, 4.19390], [3.98777, 2.71943, 2.37554], [1.10759, -8.38597, -5.95728], [-3.31715, 1.65210, -2.94298], [-2.78451, 3.81588, 2.19969], [-1.17560, 6.48018, 2.63733], [-0.70862, 2.73557, 7.07401], [-2.84775, 2.32427, 8.63339], [2.29077, -2.26016, -2.80156], [2.56406, 3.88641, 1.72126], [-0.86648, 4.61555, 1.57685], [2.09769, -0.21686, -1.71718], [-4.69857, 2.49297, -4.38688], [-1.28396, 6.07628, 1.62538], [-3.99231, 2.04492, 7.30376], [3.84147, -2.43289, 1.47577], [2.91627, 1.68709, 1.12187], [1.01134, -1.75286, 5.40436], [-1.05429, -7.83522, -7.60513], [-2.14830, 2.47041, 5.65113], [0.57612, 4.82388, 2.88291], [1.69079, -0.87728, 5.12337], [2.66048, 1.68187, 5.36793], [-1.16732, -0.99648, -5.56792], [-4.02974, 3.85993, -5.92284], [4.80516, -1.80850, 1.63240], [1.69758, 0.51500, 5.82063], [-2.61844, 0.94964, 7.56355], [0.50086, 4.49940, 1.97464], [0.17685, -2.83729, -3.75320], [-1.73220, 3.76115, 2.48933], [-0.15853, -0.11149, -5.19098], [0.98194, 0.70942, 6.68825], [2.64704, 2.70742, 5.88731], [3.43872, 4.04766, 2.17015], [1.80965, -1.38700, 0.50237]], "forces_ev_per_angstrom": [[0.7064, -0.4642, -1.7196], [-0.1668, 0.6925, 0.5490], [0.0436, -0.0364, -0.0541], [-0.3855, 0.2813, 0.5842], [-2.6362, 0.0872, 0.5659], [0.0547, 0.0605, 0.0385], [-0.1047, -0.0129, -0.0732], [-0.2096, -0.0728, 0.0725], [-1.7312, 0.3743, 2.0237], [-1.9585, -0.0187, -0.2372], [0.0481, -0.1838, -0.1246], [-0.4956, 3.8672, 2.5688], [-2.9771, -1.8759, -0.6847], [-0.8430, 1.8364, 1.3545], [-0.7675, 0.1228, 1.7957], [1.0177, 0.0517, -1.6256], [-0.0476, 0.1368, -0.0738], [-0.1000, 0.2526, -0.1690], [0.0001, 0.1208, -0.0436], [-0.6983, 0.4017, 0.6527], [-0.3773, -1.0033, -2.5297], [0.2311, -0.0056, 0.1028], [0.0525, 0.1536, -0.2383], [-0.0339, -0.2773, -0.0683], [-2.2679, -0.5033, 2.4275], [-0.0976, -0.1170, -0.0092], [0.0841, 0.0043, 0.0537], [0.0473, 0.1610, 0.1433], [0.0796, 0.0177, 0.0533], [-0.0683, -0.0623, 0.2354], [-0.2185, -0.0799, 0.2499], [0.0854, -0.1216, 0.0077], [-1.0882, 0.7072, 2.9227], [-0.1308, 0.0115, -0.0929], [0.7113, -0.4055, 2.8382], [-0.8663, -0.9484, 1.5790], [0.0288, -0.0602, -0.0124], [-0.0978, -0.0922, 0.0028], [0.4001, 0.4314, -0.3392], [-0.1279, 1.3153, 1.1602], [-0.1832, -0.0645, -0.0599], [-0.0466, -0.0305, 0.1357], [-0.2906, -0.0101, -0.0707], [0.0619, -0.1130, -0.0077], [-0.0931, -0.0289, -0.1778], [-0.7555, 1.4740, 1.2370], [-0.0825, -0.0661, -0.0011], [-0.1808, 0.0534, -0.0154], [1.2394, 1.6191, -0.1127], [0.1755, 1.0603, 0.3255], [-0.0642, 0.0636, -0.0775], [-0.2224, 0.6788, -2.4162], [-1.8619, 0.1134, 2.2251], [-0.8900, 1.6939, -1.9212], [0.1069, -0.2783, 0.1045], [0.0243, 0.1295, -0.0786], [0.0797, -0.0048, 0.0581], [-0.0982, -0.1175, 0.0052], [0.4984, -0.2167, -0.1605], [-0.0558, 0.1164, -0.0931], [1.8756, -0.6811, -0.0907], [0.8537, 0.8488, 0.1289], [-0.4495, 0.2778, 0.4637], [1.1424, -1.5528, -0.0474], [0.6824, -0.1527, 0.0386], [0.0970, 0.1791, -0.2335], [0.0782, -0.0100, 0.0649], [1.1790, 1.7386, -1.8232], [1.1431, 0.0343, -0.5056], [1.1458, 1.6106, -0.4603], [0.0084, 0.0809, 0.0253], [0.2309, -0.0143, 0.0805], [-0.0380, 0.0218, -0.1886], [3.0412, 3.1863, -1.3714], [0.3851, -3.9316, -2.1473], [0.3836, -0.0927, 0.3690], [-0.0414, -0.0078, 0.1279], [-1.3770, -1.2384, -0.0790], [2.1499, -0.8527, -2.5618], [-0.0684, 0.0789, -0.0685], [0.5580, -0.3120, -0.0692], [-0.5170, -2.3664, -1.8832], [-0.0178, -0.3060, -0.0488], [-0.8405, -1.0501, 0.2177], [1.0374, -0.2046, -1.4538], [0.1262, -1.8866, -1.1305], [0.3127, -3.6737, 1.0836], [4.4632, -0.5424, -1.2228]], "lowdin_charge": [0.09, -0.03, 0.08, -0.50, -0.43, 0.08, 0.08, 0.06, 0.11, 0.10, 0.14, 0.05, 0.13, -0.39, 0.16, 0.10, 0.07, -0.07, 0.08, 0.14, -0.04, 0.14, -0.06, -0.06, -0.06, 0.09, 0.09, 0.14, 0.09, -0.07, -0.07, 0.08, 0.09, 0.08, -0.44, 0.15, 0.08, 0.09, -0.50, 0.09, -0.06, 0.08, -0.06, 0.08, 0.09, 0.13, 0.07, 0.06, 0.11, 0.97, 0.08, -0.10, -0.14, -0.52, -0.07, 0.07, 0.09, 0.08, -0.08, 0.09, -0.28, 0.09, -0.48, 0.15, -0.50, -0.05, 0.09, -0.33, 0.12, 0.12, 0.08, 0.13, 0.10, 0.00, 0.10, 0.68, 0.08, 0.10, 0.04, 0.08, -0.07, -0.40, -0.06, -0.12, 0.11, 0.14, 0.13, 0.04], "de_lowest_kcal_mol": 159.8, "homo_energy_ev": -11.18, "max_force_ev_per_a": 4.7, "charge": 1, "energy_ev": -72033.2205, "orbital_gap_ev": 6.8}